Computed, not measured: C34H34AsMoN8O9S2Si as an isolated structure at a distorted geometry, with ωB97M-V/def2-TZVPD.

The geometry in XYZ format:
```
90
Properties=species:S:1:pos:R:3:forces:R:3
Mo 0.091 -0.232 0.481 -0.5 -0.8 0.0
N 2.122 0.749 0.841 -0.1 -0.3 -0.8
N 2.200 1.913 0.051 -0.1 0.0 0.1
C 1.066 2.626 -0.090 0.4 -0.1 -0.1
N 1.172 3.899 -0.441 0.2 0.2 -0.3
N -0.054 1.947 0.155 0.1 -0.2 0.1
N -1.259 2.607 0.158 1.0 -0.1 -0.1
O -2.154 1.989 0.629 -1.5 -1.1 0.7
O -1.353 3.725 -0.279 -0.2 1.2 -0.6
H 2.288 0.991 1.819 0.1 -0.2 -0.1
H 2.785 0.044 0.506 0.1 0.0 -0.1
H 3.061 2.433 0.125 0.1 0.0 0.0
H 2.053 4.232 -0.798 0.1 0.0 0.1
H 0.329 4.358 -0.746 -0.1 0.1 0.0
O 3.591 -0.283 -1.750 -0.1 -0.1 0.0
As 2.093 -1.001 -2.331 0.0 -0.2 0.2
O 1.845 -0.451 -3.837 0.0 -0.1 -0.1
O 0.907 -0.404 -1.240 0.5 0.3 -0.5
C 2.068 -2.916 -2.207 0.0 0.0 0.0
C 2.116 -3.564 -3.433 0.0 0.0 0.0
C 2.039 -4.952 -3.485 0.0 0.0 0.0
C 1.903 -5.684 -2.320 0.0 0.0 0.0
C 1.848 -5.040 -1.089 0.0 0.0 0.0
C 1.928 -3.662 -1.035 0.1 0.1 0.0
S 1.941 -2.872 0.551 0.2 0.1 0.1
O 2.212 -3.852 1.553 -0.1 -0.2 -0.1
O 2.905 -1.792 0.414 0.0 -0.1 0.0
O 0.556 -2.288 0.720 0.0 0.4 0.1
H 3.940 0.181 -2.526 0.1 0.0 0.0
H 2.199 -2.976 -4.338 0.0 0.0 0.0
H 2.086 -5.454 -4.442 0.0 0.0 0.0
H 1.848 -6.764 -2.361 0.0 0.0 0.0
H 1.762 -5.598 -0.166 0.0 0.0 0.0
C -4.312 -1.202 2.012 0.0 0.0 0.0
N -4.296 -0.402 0.790 0.0 0.1 -0.1
C -5.291 0.466 0.393 0.0 0.0 -0.1
C -4.923 0.978 -0.801 -0.1 0.0 0.2
N -3.703 0.417 -1.122 -0.1 0.1 0.0
C -3.321 -0.414 -0.134 0.1 -0.2 0.1
S -1.966 -1.474 -0.064 0.1 -0.1 0.3
C -2.959 0.678 -2.317 0.0 0.0 -0.2
C -3.631 0.906 -3.508 0.0 -0.1 0.1
C -2.855 1.121 -4.636 0.1 0.0 0.0
C -1.473 1.072 -4.528 -0.1 0.0 -0.1
C -0.913 0.828 -3.285 0.1 0.1 0.1
N -1.647 0.655 -2.185 -0.2 0.3 0.0
H -5.312 -1.145 2.433 0.0 0.0 0.0
H -3.587 -0.818 2.725 0.0 0.0 0.0
H -4.068 -2.233 1.776 0.0 0.0 0.0
H -6.166 0.642 0.992 0.0 0.0 0.0
H -5.402 1.710 -1.425 0.0 0.0 0.0
H -4.709 0.876 -3.571 0.0 0.0 0.1
H -3.330 1.294 -5.592 0.0 0.0 0.0
H -0.835 1.204 -5.390 0.0 0.0 0.0
H 0.162 0.743 -3.164 -0.2 0.1 -0.1
O -0.127 0.035 2.327 0.1 0.1 0.2
Si 0.309 0.498 3.855 -0.2 -0.1 0.0
C 1.881 1.506 3.616 -0.1 0.2 0.5
C 1.808 2.748 2.969 -0.1 0.2 0.3
C 2.948 3.495 2.715 0.0 0.0 0.1
C 4.191 3.013 3.113 0.0 0.0 -0.1
C 4.284 1.796 3.770 0.0 -0.1 0.0
C 3.137 1.050 4.021 0.0 0.0 0.0
C 0.615 -1.024 4.874 0.0 0.1 0.0
C 0.268 -1.099 6.225 0.0 0.0 0.0
C 0.518 -2.251 6.957 0.0 0.0 0.0
C 1.111 -3.347 6.347 0.0 0.0 0.0
C 1.457 -3.293 5.003 0.0 0.0 0.0
C 1.211 -2.138 4.277 0.0 0.0 0.0
C -1.022 1.615 4.535 0.1 0.0 0.0
C -0.776 2.413 5.656 0.0 0.0 0.0
C -1.764 3.231 6.182 0.0 0.0 0.0
C -3.017 3.275 5.585 0.0 0.0 0.0
C -3.275 2.505 4.461 0.0 0.0 0.0
C -2.284 1.682 3.945 0.0 0.1 0.0
H 0.837 3.142 2.678 0.0 0.0 0.0
H 2.870 4.460 2.228 0.0 0.0 0.0
H 5.083 3.598 2.928 0.0 0.0 0.0
H 5.249 1.425 4.090 0.0 0.0 0.0
H 3.222 0.093 4.525 0.0 0.0 0.0
H -0.210 -0.255 6.711 0.0 0.0 0.0
H 0.244 -2.296 8.004 0.0 0.0 0.0
H 1.299 -4.247 6.918 0.0 0.0 0.0
H 1.910 -4.144 4.512 0.0 0.0 0.0
H 1.476 -2.121 3.229 0.0 0.0 0.0
H 0.204 2.402 6.124 0.0 0.0 0.0
H -1.557 3.840 7.053 0.0 0.0 0.0
H -3.787 3.918 5.992 0.0 0.0 0.0
H -4.246 2.555 3.982 0.0 0.0 0.0
H -2.476 1.109 3.050 -0.1 -0.1 -0.1
```
Positions in Å, forces in eV/Å.

Total charge: +1
Lowest unoccupied orbital energy (alpha / beta) (eV): -3.30 / -3.26
⟨S²⟩: 2.0115
Spin multiplicity: 3
Energy above the lowest of the compared OMol25 structures with the same formula, charge and spin (kcal per mole): 0.0

Computed, not measured: C34H34F3IN3O5SSbTi as an isolated structure, with ωB97M-V/def2-TZVPD.

The geometry in XYZ format:
```
83
Properties=species:S:1:pos:R:3:forces:R:3
Ti 0.142 -0.321 0.211 0.4 0.2 -0.2
C 2.343 -3.179 -4.975 0.0 0.0 0.0
C 1.578 -3.109 -3.686 0.1 0.0 -0.1
C 0.275 -2.617 -3.643 -0.1 0.0 -0.1
C -0.419 -2.519 -2.453 0.1 0.0 0.1
C 0.201 -2.920 -1.262 0.2 0.0 -0.4
C 1.483 -3.478 -1.298 -0.3 -0.1 0.1
C 2.157 -3.552 -2.498 0.1 0.0 0.0
S -0.722 -2.714 0.217 -0.5 -0.4 0.0
O -1.470 -3.865 0.553 0.0 0.0 0.3
O -1.500 -1.439 -0.101 -0.2 -0.4 -0.1
N 0.167 -2.004 1.353 0.5 0.0 -0.2
C 1.618 -2.116 1.611 -0.2 0.2 -0.2
C 2.140 0.245 1.128 0.3 0.0 -0.1
O 1.608 0.596 3.309 -0.1 0.1 0.0
O 1.557 1.076 0.332 0.4 0.2 0.2
H 1.676 -3.245 -5.833 0.0 0.0 0.0
H 3.009 -4.040 -4.988 0.0 0.0 0.0
H 2.960 -2.286 -5.099 0.0 0.0 0.0
H -0.218 -2.337 -4.567 0.0 0.0 0.0
H -1.442 -2.166 -2.452 0.0 0.1 0.1
H 1.937 -3.910 -0.420 0.0 0.0 0.0
H 3.147 -3.990 -2.518 0.0 0.0 0.0
H 2.054 -3.070 1.347 0.1 0.0 -0.1
H 1.823 -1.908 2.659 -0.1 0.0 0.0
F -3.236 -0.730 7.555 0.0 0.0 0.0
C -2.779 -0.340 6.366 -0.1 -0.1 0.2
C -3.371 0.752 5.758 0.0 0.1 -0.1
C -2.898 1.153 4.518 0.0 -0.1 0.2
C -1.839 0.460 3.928 -0.2 -0.2 0.3
C -1.266 -0.639 4.561 0.0 0.0 0.1
C -1.738 -1.049 5.796 0.0 0.0 -0.1
Sb -1.196 1.109 2.087 -0.2 0.3 -0.3
C -2.979 1.457 1.014 -0.2 0.0 -0.1
C -3.214 2.691 0.406 -0.1 0.1 0.0
C -4.364 2.908 -0.345 0.1 0.0 0.1
C -5.261 1.866 -0.481 -0.1 0.0 -0.1
F -6.362 2.060 -1.209 0.0 0.0 0.0
C -5.063 0.628 0.108 0.0 0.0 0.0
C -3.915 0.429 0.861 0.0 0.0 0.0
C -0.445 3.023 2.345 0.3 0.3 0.1
C -0.379 3.558 3.631 0.0 0.1 0.0
C 0.138 4.829 3.833 0.0 -0.1 0.0
C 0.588 5.536 2.736 0.1 0.2 0.0
F 1.089 6.757 2.924 0.0 0.0 0.0
C 0.549 5.030 1.449 0.0 -0.1 0.0
C 0.035 3.758 1.258 0.0 0.1 0.0
H -4.186 1.263 6.252 0.0 0.0 0.0
H -3.367 2.000 4.030 0.0 0.0 0.0
H -0.446 -1.178 4.104 0.0 0.0 0.0
H -1.318 -1.898 6.317 0.0 0.0 0.0
H -2.515 3.510 0.527 0.0 0.0 0.0
H -4.578 3.863 -0.804 0.0 0.0 0.0
H -5.808 -0.147 -0.014 0.0 0.0 0.0
H -3.767 -0.538 1.329 0.0 0.0 0.0
H -0.723 2.994 4.488 0.0 0.0 0.0
H 0.196 5.272 4.818 0.0 0.0 0.0
H 0.923 5.627 0.629 0.0 0.0 0.0
H 0.028 3.356 0.250 0.0 -0.1 0.0
C 4.467 1.975 1.630 0.1 0.0 0.0
C 3.915 1.209 2.836 -0.1 0.0 -0.1
C 4.736 -0.078 3.065 0.1 0.0 0.0
C 3.889 2.079 4.088 0.0 0.0 0.1
C 2.529 0.725 2.534 0.0 -0.3 -0.1
N 2.016 -1.009 0.717 -0.4 0.1 0.4
H 5.488 2.287 1.851 0.0 0.0 0.0
H 3.880 2.868 1.412 0.0 0.0 0.0
H 4.512 1.360 0.726 0.0 0.0 0.0
H 5.769 0.202 3.274 0.0 0.0 0.0
H 4.750 -0.724 2.182 0.0 0.0 0.0
H 4.356 -0.646 3.916 0.0 0.0 0.0
H 4.906 2.392 4.326 0.0 0.0 0.0
H 3.485 1.542 4.945 0.0 0.0 0.0
H 3.285 2.974 3.935 0.0 0.0 0.0
N -2.468 0.730 -2.240 0.0 0.1 -0.2
C -1.177 0.913 -2.368 -0.1 -0.2 0.6
O -0.402 0.622 -1.404 0.1 0.2 -0.1
C -0.604 1.486 -3.606 0.0 -0.1 -0.2
I -0.604 3.607 -3.418 0.0 0.1 0.1
H -2.857 0.427 -1.352 0.0 0.0 0.0
H -3.107 1.026 -2.964 0.0 0.0 0.0
H -1.195 1.237 -4.482 0.0 0.0 0.0
H 0.429 1.175 -3.714 0.0 0.0 0.0
```
Positions in Å, forces in eV/Å.

Total charge: +2
Lowest unoccupied orbital energy (eV): -7.05